[1]
Computed, not measured: a cluster of 4 separate species, C7H12Cl10 in total, with ωB97M-V/def2-TZVPD.

Properties
SMILES string   ClC(Cl)(Cl)Cl.ClCCCl.ClCCCl.ClCCCl
DFT total energy   -132678.367 eV
Gap between HOMO and LUMO   10.907 eV
HOMO level   -0.3918 Ha

Geometry as ORCA input:
```
! wB97M-V def2-TZVPD RIJCOSX def2/J DEFGRID3
* xyz 0 1
Cl -3.94425 -2.15268 3.39279
C -4.75152 -1.22798 2.12459
Cl -6.46889 -1.60796 2.11047
Cl -4.51890 0.49298 2.39467
Cl -4.05411 -1.66767 0.55838
Cl -1.39614 -0.35710 -1.83567
C -2.51378 0.97481 -2.25958
C -3.86778 0.47747 -2.65513
Cl -3.82926 -0.49631 -4.16319
H -2.03994 1.52743 -3.06453
H -2.61654 1.58614 -1.36432
H -4.52788 1.31997 -2.84329
H -4.28112 -0.16412 -1.88309
Cl 5.99465 3.11330 -0.92449
C 6.38567 1.65384 0.01942
C 5.63663 0.44611 -0.48519
Cl 3.91851 0.50557 -0.06838
H 6.13375 1.87456 1.05357
H 7.45920 1.49919 -0.05606
H 6.06541 -0.45480 -0.04692
H 5.72117 0.36544 -1.56631
Cl -0.92548 0.87863 1.71509
C -0.44291 -0.83444 1.84127
C 0.81050 -1.08377 1.02914
Cl 1.35999 -2.75086 1.37546
H -1.25720 -1.44216 1.45693
H -0.26848 -1.03610 2.89283
H 1.61194 -0.40018 1.28748
H 0.60677 -1.03931 -0.03593
*
```



[2]
Computed, not measured: a cluster of 7 separate species, C7H12Cl16 in total in a non-equilibrium geometry, with ωB97M-V/def2-TZVPD.

Properties
SMILES string   ClC(Cl)Cl.ClC(Cl)Cl.ClCCl.ClCCl.ClCCl.ClCCl.ClCCl
DFT total energy   -207811.100 eV
Gap between HOMO and LUMO   11.030 eV
HOMO level   -0.4041 Ha

Geometry as ORCA input:
```
! wB97M-V def2-TZVPD RIJCOSX def2/J DEFGRID3
* xyz 0 1
Cl 18.90344 12.90869 12.98517
C 17.62052 13.52339 14.06712
Cl 18.16369 13.61628 15.81144
Cl 16.07142 12.63870 13.98648
H 17.34001 14.53092 13.76006
Cl 20.10244 15.53211 22.53061
C 20.33436 14.85631 20.89652
Cl 20.71229 13.13975 20.97902
Cl 21.43005 15.78759 19.88043
H 19.42221 14.93654 20.30522
Cl 16.48274 17.86738 10.47278
C 15.79153 18.27352 8.86975
Cl 14.01347 18.02986 8.80144
H 16.09867 19.26542 8.53823
H 16.35774 17.64406 8.18324
Cl 18.79137 6.72135 11.69550
C 18.40834 8.19145 10.78912
Cl 19.74176 8.49359 9.56111
H 17.38379 8.15563 10.41883
H 18.52872 8.97191 11.54045
Cl 19.35737 8.96985 16.78653
C 18.02541 8.97211 18.01658
Cl 16.47461 8.21226 17.41590
H 18.46889 8.52525 18.90638
H 17.85200 10.00370 18.32293
Cl 24.93232 14.74061 14.72703
C 23.46901 14.03192 15.55641
Cl 23.98390 12.88407 16.86566
H 22.85115 14.87808 15.85700
H 22.90188 13.50307 14.79039
Cl 13.27153 15.86199 15.88482
C 12.14188 16.04227 14.55534
Cl 10.52097 16.22668 15.18822
H 12.36042 16.96419 14.01646
H 12.35820 15.22724 13.86468
*
```



[3]
Computed, not measured: the ion C7H12ClN6 with charge +1 in a non-equilibrium geometry, with ωB97M-V/def2-TZVPD.

Properties
SMILES string   [H]/N=C(/Cl)[C@@H](NN[NH+]=C=N)C(C)(C)C#N
DFT total energy   -28904.314 eV
Gap between HOMO and LUMO   8.727 eV
HOMO level   -0.4991 Ha

Geometry as ORCA input:
```
! wB97M-V def2-TZVPD RIJCOSX def2/J DEFGRID3
* xyz 1 1
H -0.98337 2.53005 1.14249
N -0.26296 2.03008 1.69586
C 0.24246 1.02565 1.19790
Cl 1.91794 0.60835 1.77010
C -0.28812 0.03883 0.11382
N 0.65188 -0.62804 -0.68755
N 1.13522 0.02745 -1.67915
N 1.98274 1.36747 -1.25746
C 2.43634 2.15156 -2.15803
N 2.49122 2.76253 -3.14308
C -1.25437 -0.91425 0.76858
C -0.53525 -1.47083 2.04205
C -1.59240 -2.10413 -0.30760
C -2.42794 -0.25756 1.04499
N -3.25850 0.48746 1.20998
H -0.96917 0.66212 -0.54375
H 1.39188 -1.12206 -0.23233
H 0.46052 0.32453 -2.43108
H 2.36950 1.28030 -0.35287
H 2.44301 3.45108 -3.87820
H -1.09579 -2.12769 2.74771
H -0.19331 -0.62305 2.77764
H 0.25950 -2.16885 1.69885
H -2.46570 -2.00052 -1.01874
H -0.61593 -2.33081 -0.84175
H -1.83942 -2.99966 0.32160
*
```



[4]
Computed, not measured: a cluster of 2 separate species, C7H12FN3O2 in total in a non-equilibrium geometry, with ωB97M-V/def2-TZVPD.

Properties
SMILES string   CC(C)(C)N(C=O)/N=C/F.N=C=O
DFT total energy   -18733.443 eV
Gap between HOMO and LUMO   9.740 eV
HOMO level   -0.3352 Ha

Geometry as ORCA input:
```
! wB97M-V def2-TZVPD RIJCOSX def2/J DEFGRID3
* xyz 0 1
C -2.08871 0.19377 1.22794
C -1.28640 -0.26782 -0.13435
C -1.95177 0.48906 -1.25793
C -1.38703 -1.84506 -0.33710
N 0.12430 0.09361 0.10806
C 0.42371 1.38715 0.33770
O 1.47380 1.82548 0.77781
N 1.02473 -0.90750 0.01574
C 1.97480 -1.04565 0.83807
F 2.73568 -2.07333 0.73330
H -1.69224 1.09157 1.38478
H -3.15011 0.35179 0.94584
H -2.01180 -0.47805 2.05569
H -2.90922 -0.06285 -1.15270
H -1.74896 0.57023 -2.37913
H -2.01646 1.53774 -0.82116
H -0.62360 -1.99876 -1.11516
H -1.15344 -2.46882 0.55347
H -2.41753 -2.14646 -0.63730
H -0.51410 1.88555 0.25029
H 2.27992 -0.26396 1.69965
N 3.73309 1.70378 -0.99703
C 3.85810 0.55075 -0.74279
O 4.22644 -0.54116 -0.58840
H 3.09683 2.41893 -0.76529
*
```



[5]
Computed, not measured: a cluster of 2 separate species, C7H12IN3O in total in a non-equilibrium geometry, with ωB97M-V/def2-TZVPD.

Properties
DFT total energy   -22064.285 eV
Gap between HOMO and LUMO (alpha / beta)   7.325 / 4.694 eV
HOMO level (alpha / beta)   -0.2933 / -0.2342 Ha

Geometry as ORCA input:
```
! wB97M-V def2-TZVPD RIJCOSX def2/J DEFGRID3
* xyz 0 1
C 1.57205 1.87894 0.37775
C 3.37173 -0.45570 -0.92004
C -0.02047 0.73708 -0.87141
C -0.09802 0.63840 1.70492
C -0.84672 2.61797 0.51403
C 0.69474 -3.95870 0.46881
C 0.16371 1.48370 0.53302
N 2.76345 -1.41868 -0.53424
N 1.10884 -2.58589 0.24314
N 2.27071 -2.53045 -0.31259
O 2.36263 2.69839 0.28254
I 5.22082 0.47842 -0.07233
H 0.09066 1.41107 -1.73847
H -1.02868 0.38878 -0.99190
H 0.58308 -0.24102 -0.99866
H 0.05256 1.15755 2.68582
H -1.17218 0.38474 1.70390
H 0.36207 -0.44349 1.86955
H -1.16786 3.12580 1.49586
H -1.85612 2.11824 0.35833
H -0.46647 3.47258 -0.14577
H 1.49819 -4.70066 0.29183
H -0.24432 -4.24917 0.00467
H 0.45717 -4.13897 1.60428
*
```



[6]
Computed, not measured: a structure of composition C7H12MnN4O3S in a non-equilibrium geometry, with ωB97M-V/def2-TZVPD.

Properties
DFT total energy   -61692.969 eV
Gap between HOMO and LUMO (alpha / beta)   4.839 / 4.717 eV
HOMO level (alpha / beta)   -0.5456 / -0.5456 Ha

Geometry as ORCA input:
```
! wB97M-V def2-TZVPD RIJCOSX def2/J DEFGRID3
* xyz 2 6
Mn 0.98128 -1.61267 4.00606
O -1.05460 -1.29008 -0.47575
C -0.96347 -1.03621 -1.66481
O -0.76145 1.25060 0.05972
C -1.12303 1.31104 -1.09931
O -1.57028 2.43957 -1.71459
N -1.16937 0.28581 -2.08062
C -1.58710 2.26058 -3.16597
C -1.26235 0.82161 -3.44358
H -0.82091 2.92661 -3.55627
H -2.56461 2.56081 -3.53455
H -0.30971 0.75332 -3.97051
H -1.99160 0.30581 -4.06447
C -0.68802 -2.10914 -2.61292
C -0.43600 -3.31789 -2.09560
H -0.70887 -1.84048 -3.66591
H -0.39304 -3.37659 -0.99533
H -0.35915 -4.20733 -2.72222
N 1.12115 -0.15618 2.05894
N 1.90837 0.48893 3.05599
C 1.39492 0.47369 4.33413
N 2.32532 0.57375 5.38341
S -0.29100 0.42009 4.62295
H 0.40979 0.47204 1.63456
H 1.74018 -0.37816 1.27407
H 2.85896 0.76388 2.80886
H 1.97352 0.69007 6.33450
H 3.34108 0.52653 5.28923
*
```



[7]
Computed, not measured: the ion C7H12N with charge +1 in a non-equilibrium geometry, with ωB97M-V/def2-TZVPD.

Properties
SMILES string   C/C=[N+]1/[C@@H]2C[C@@]21CC
DFT total energy   -8932.459 eV
Gap between HOMO and LUMO   10.909 eV
HOMO level   -0.5411 Ha

Geometry as ORCA input:
```
! wB97M-V def2-TZVPD RIJCOSX def2/J DEFGRID3
* xyz 1 1
C 2.48241 0.58261 0.20538
C 1.56619 0.02394 1.19445
N 0.38403 -0.41895 1.10048
C -0.81045 -0.83326 1.72091
C -1.02438 -1.82391 0.59659
C -0.83419 -0.36101 0.32369
C -1.33310 0.74668 -0.48159
C -1.07315 0.74306 -2.03004
H 3.04298 -0.07125 -0.33497
H 1.84362 1.05646 -0.62122
H 3.20019 1.36582 0.65778
H 2.23832 -0.11859 2.05736
H -1.18154 -0.65736 2.64710
H -0.27296 -2.49079 0.43063
H -1.94307 -2.18791 0.42586
H -2.31511 0.77357 -0.35415
H -0.88901 1.66251 -0.27670
H -0.14514 0.03592 -2.32601
H -0.99694 1.73168 -2.42126
H -1.93871 0.24077 -2.51429
*
```



[8]
Computed, not measured: a cluster of 2 separate species, C7H12N in total in a non-equilibrium geometry, with ωB97M-V/def2-TZVPD.

Properties
DFT total energy   -8931.721 eV
Gap between HOMO and LUMO (alpha / beta)   8.477 / 5.620 eV
HOMO level (alpha / beta)   -0.5139 / -0.4715 Ha

Geometry as ORCA input:
```
! wB97M-V def2-TZVPD RIJCOSX def2/J DEFGRID3
* xyz 1 1
C -2.22685 0.30304 -0.75241
C -4.40223 -0.06322 0.29782
C -0.22232 -0.44930 0.30898
C 1.14635 -0.56577 0.04899
C 1.70665 -1.87860 -0.32122
C 1.46576 1.94100 -0.22583
C 2.05845 0.58921 0.15700
N -3.20234 0.04594 -0.10705
H -4.84466 0.71297 0.90832
H -4.99417 -0.92538 0.01395
H -0.56214 0.41641 0.85652
H -0.80012 -1.35739 0.37268
H 2.75354 -1.96590 -0.03697
H 1.65648 -1.96938 -1.41186
H 1.13315 -2.70641 0.09149
H 1.19707 1.94677 -1.27889
H 2.19652 2.72370 -0.04538
H 0.57576 2.17596 0.35059
H 2.40089 0.63034 1.20106
H 2.96420 0.39600 -0.42780
*
```



[9]
Computed, not measured: a cluster of 2 separate species, C7H12N in total in a non-equilibrium geometry, with ωB97M-V/def2-TZVPD.

Properties
DFT total energy   -8931.745 eV
Gap between HOMO and LUMO   9.306 eV
HOMO level   -0.4853 Ha

Geometry as ORCA input:
```
! wB97M-V def2-TZVPD RIJCOSX def2/J DEFGRID3
* xyz 1 1
C 0.13446 1.93271 0.99017
C 0.80130 1.06026 0.13767
C -0.38135 1.01192 1.98114
C -1.04783 -1.45865 -0.15103
C -0.20104 0.25944 0.70891
C 1.86417 1.41663 -0.77280
C 0.27867 -1.76424 -0.63661
N -2.13069 -1.54129 -1.07640
H -0.44562 2.83875 0.64288
H 0.35275 0.74788 2.73943
H -1.29285 1.08833 2.37943
H -1.34763 -1.95332 0.83657
H 2.71941 1.88781 -0.20581
H 1.44154 2.27010 -1.45482
H 2.23532 0.59396 -1.26601
H 0.38596 -2.79857 -0.69970
H 1.09318 -1.39462 0.06259
H 0.65618 -1.17730 -1.48963
H -2.94861 -1.52933 -0.60052
H -2.16731 -1.49048 -2.12545
*
```



[10]
Computed, not measured: an isolated molecule of C7H12N2 in a non-equilibrium geometry, with ωB97M-V/def2-TZVPD.

Properties
SMILES string   C[C@]12C[C@H](C[C@H]3N[C@@H]31)N2
DFT total energy   -10426.788 eV
Gap between HOMO and LUMO   9.119 eV
HOMO level   -0.3019 Ha

Geometry as ORCA input:
```
! wB97M-V def2-TZVPD RIJCOSX def2/J DEFGRID3
* xyz 0 1
C -1.21465 -0.26095 1.95174
C -0.43956 -0.16053 0.70473
C 1.12942 0.31794 0.80599
C 1.40407 -0.70449 -0.28427
C 1.23200 0.09783 -1.61489
C -0.08717 0.84623 -1.39747
N -1.48663 1.04652 -1.75026
C -1.26817 0.01961 -0.64753
N 0.12417 -1.44935 0.08375
H -0.67059 -0.61800 2.69922
H -1.71160 0.76096 2.11064
H -2.06125 -0.89321 1.83046
H 1.54000 1.39340 0.67412
H 1.46738 -0.02449 1.90706
H 2.19801 -1.40458 -0.09324
H 0.76303 -0.57376 -2.50237
H 2.06733 0.81278 -2.04617
H 0.07498 1.75382 -0.62434
H -1.81353 2.05163 -1.54076
H -1.60108 -0.97037 -1.08950
H 0.35387 -2.04098 0.82309
*
```



[11]
Computed, not measured: a structure of composition C7H12N2 in a non-equilibrium geometry, with ωB97M-V/def2-TZVPD.

Properties
DFT total energy   -10426.171 eV
Gap between HOMO and LUMO   9.137 eV
HOMO level   -0.2967 Ha

Geometry as ORCA input:
```
! wB97M-V def2-TZVPD RIJCOSX def2/J DEFGRID3
* xyz 0 1
C -0.30389 -0.29848 -2.28657
C -0.44359 -0.21347 -0.67803
C 0.79450 0.17806 0.20523
C 1.33339 -1.15598 0.52372
C -1.07398 -1.00660 0.44892
C -1.20561 0.60349 0.11697
C -0.34096 1.89182 0.55113
H 0.53944 0.51955 -2.60124
H 0.20020 -1.31658 -2.56316
H -1.32999 -0.05033 -2.70565
H 0.35628 0.16979 1.28561
H 1.58871 -1.74643 -0.47222
H 2.30114 -1.20154 1.18449
H 0.17790 -2.51172 1.67349
H -1.91280 -1.75265 0.04985
H -2.22667 0.99248 -0.14587
H -1.08711 2.63111 0.18429
H -0.37631 1.97424 1.65278
H 1.63946 1.94107 0.59035
N 0.13315 -1.50609 1.21833
N 0.94836 1.55723 0.00724
*
```